No. 1
# C25H37BrClNO3

A cluster of 2 separate species, C25H37BrClNO3 in total (ωB97M-V/def2-TZVPD, the Open Molecules 2025 dataset).

SMILES string	CC[C@H](Br)c1cccc2c1C(=O)C(Cl)=C(OC[C@@H](C)C(C)C)C2=O.CCN(CC)CC
gap between HOMO and LUMO	7.2	eV
HOMO	-0.3044	Eh
max |F|	2.150	eV/Å
LUMO energy	-1.111	eV

Cartesian coordinates (Å):
C1 4.66 3.08 1.45
C2 5.64 2.41 2.41
C3 6.62 1.38 1.75
Br1 8.24 2.33 1.21
C4 5.93 0.63 0.60
C5 6.33 0.77 -0.71
C6 5.69 0.09 -1.73
C7 4.62 -0.70 -1.41
C8 4.19 -0.87 -0.12
C9 4.86 -0.21 0.91
C10 4.37 -0.47 2.31
O1 5.07 -0.49 3.30
C11 2.88 -0.75 2.43
Cl1 2.17 -0.26 3.93
C12 2.21 -1.33 1.44
O2 0.88 -1.58 1.56
C13 0.07 -1.13 0.45
C14 -0.54 0.29 0.59
C15 -0.50 0.87 2.02
C16 0.04 1.37 -0.38
C17 -0.78 1.47 -1.70
C18 1.55 1.25 -0.64
C19 3.01 -1.74 0.22
O3 2.73 -2.73 -0.43
H1 4.05 3.77 2.05
H2 3.94 2.39 0.99
H3 5.15 3.70 0.69
H4 6.27 3.20 2.84
H5 5.09 1.94 3.23
H6 6.89 0.65 2.51
H7 7.18 1.40 -0.98
H8 6.07 0.22 -2.73
H9 4.12 -1.24 -2.21
H10 -0.77 -1.83 0.40
H11 0.58 -1.21 -0.52
H12 -1.62 0.20 0.33
H13 -1.24 1.67 2.11
H14 -0.58 0.11 2.80
H15 0.48 1.34 2.15
H16 -0.11 2.33 0.12
H17 -1.04 2.52 -1.86
H18 -0.20 1.08 -2.54
H19 -1.74 0.94 -1.63
H20 2.13 1.22 0.29
H21 1.88 2.15 -1.17
H22 1.76 0.38 -1.27
C20 -6.13 -3.04 -2.98
C21 -5.49 -2.61 -1.67
N1 -5.20 -1.19 -1.61
C22 -4.34 -0.83 -0.50
C23 -4.88 -1.04 0.93
C24 -6.33 -0.31 -1.85
C25 -7.56 -0.44 -0.93
H23 -5.53 -2.74 -3.83
H24 -6.23 -4.13 -3.00
H25 -7.14 -2.63 -3.10
H26 -4.54 -3.15 -1.58
H27 -6.12 -2.95 -0.84
H28 -4.04 0.22 -0.60
H29 -3.41 -1.40 -0.59
H30 -5.62 -0.28 1.20
H31 -4.06 -0.95 1.64
H32 -5.32 -2.02 1.06
H33 -6.67 -0.45 -2.88
H34 -5.98 0.73 -1.82
H35 -7.84 -1.48 -0.76
H36 -8.41 0.06 -1.39
H37 -7.40 0.03 0.04

natural (NBO) atomic charge list, values in e, 2 entries: number 1, C, carries -0.624; number 2, C, carries -0.426


No. 2
# C25H37BrI2N3O4SiSn

A structure of composition C25H37BrI2N3O4SiSn (ωB97M-V/def2-TZVPD, the Open Molecules 2025 dataset).

total charge	-1
gap between HOMO and LUMO	5.6	eV
HOMO	-0.1326	Eh
max |F|	2.643	eV/Å
ΔE to the lowest compared entry with this formula, charge and spin	0.0	kJ/mol
LUMO energy	2.039	eV

Cartesian coordinates (Å):
Sn1 -2.77 0.02 1.63
N1 -5.00 0.82 1.13
C1 -5.66 0.68 2.41
C2 -5.36 -0.72 2.96
O1 -6.26 -1.38 3.52
N2 -4.13 -1.19 2.67
C3 -3.84 -2.65 2.72
C4 -2.52 -2.95 1.95
O2 -1.91 -3.98 2.19
O3 -2.08 -1.98 1.18
H1 -4.97 1.78 0.80
H2 -5.39 0.30 0.34
H3 -6.73 0.83 2.34
H4 -5.31 1.48 3.04
H5 -4.72 -3.16 2.27
H6 -3.78 -2.94 3.80
I1 -3.72 4.33 4.76
C5 -2.04 3.15 4.64
C6 -0.89 3.49 5.35
C7 0.18 2.59 5.47
I2 1.77 3.05 6.78
C8 0.18 1.37 4.72
C9 1.25 0.49 4.64
C10 1.23 -0.61 3.80
C11 0.08 -0.82 3.00
N3 -0.97 0.03 3.05
C12 -0.93 1.12 3.85
C13 -2.11 1.98 3.88
O4 -3.14 1.61 3.15
H7 -0.79 4.48 5.75
H8 2.08 0.59 5.34
H9 2.05 -1.32 3.66
H10 0.01 -1.62 2.27
C14 -0.21 -1.32 -4.37
C15 0.76 -0.16 -4.26
C16 1.93 -0.40 -5.27
C17 0.06 1.14 -4.62
Si1 1.47 -0.06 -2.40
Br1 -0.48 0.69 -1.26
C18 1.83 -1.72 -1.57
C19 2.72 -2.60 -2.48
C20 2.50 -1.52 -0.20
C21 0.57 -2.58 -1.33
C22 2.83 1.28 -2.08
C23 2.64 2.58 -2.92
C24 2.76 1.75 -0.61
C25 4.26 0.84 -2.44
H11 -0.55 -1.33 -5.43
H12 -1.09 -1.24 -3.72
H13 0.23 -2.30 -4.24
H14 1.54 -0.66 -6.25
H15 2.64 -1.19 -4.94
H16 2.55 0.50 -5.38
H17 -0.40 0.98 -5.62
H18 0.77 1.95 -4.72
H19 -0.69 1.40 -3.86
H20 3.74 -2.16 -2.60
H21 2.27 -2.79 -3.46
H22 2.85 -3.57 -2.04
H23 3.40 -0.88 -0.30
H24 2.89 -2.43 0.20
H25 1.80 -1.10 0.55
H26 0.16 -3.01 -2.23
H27 -0.23 -1.99 -0.83
H28 0.76 -3.44 -0.69
H29 1.63 2.96 -2.76
H30 2.72 2.40 -3.99
H31 3.36 3.30 -2.57
H32 1.75 2.04 -0.37
H33 3.43 2.60 -0.53
H34 3.13 0.99 0.06
H35 4.44 0.73 -3.51
H36 4.51 -0.13 -1.97
H37 4.93 1.58 -2.05

Mulliken atomic charge list, values in e, 2 entries: number 1, Sn, carries 0.222; number 2, N, carries -0.530


No. 3
# C25H37BrN2O12P2

A cluster of 6 separate species, C25H37BrN2O12P2 in total (ωB97M-V/def2-TZVPD, the Open Molecules 2025 dataset).

SMILES string	CP(O)[C@@H](C#N)[C@H](C#N)P(O)Br.O=C1CCCO1.O=C1CCCO1.O=C1CCCO1.O=C1CCCO1.O=C1CCCO1
gap between HOMO and LUMO	8.4	eV
HOMO	-0.3177	Eh
max |F|	6.962	eV/Å
LUMO energy	-0.246	eV

Cartesian coordinates (Å):
C1 -3.33 1.20 2.26
P1 -1.91 2.40 1.75
O1 -0.84 2.45 3.10
C2 -1.11 1.58 0.22
C3 -1.53 2.41 -1.11
N1 -1.85 3.23 -1.95
C4 0.50 1.50 0.23
C5 0.92 0.78 -1.17
N2 1.12 0.13 -2.17
P2 1.23 0.35 1.60
O2 1.95 1.30 2.86
Br1 -0.48 -0.88 2.52
H1 -3.18 0.23 1.64
H2 -4.35 1.69 2.07
H3 -3.17 0.96 3.39
H4 -1.40 2.15 3.86
H5 -1.56 0.51 0.11
H6 1.02 2.54 0.21
H7 2.00 0.77 3.69
O3 0.41 -2.89 0.78
C6 -0.52 -3.45 0.25
C7 -0.58 -3.89 -1.19
C8 -2.06 -4.14 -1.38
C9 -2.51 -4.54 0.00
O4 -1.66 -3.81 0.90
H8 0.01 -4.80 -1.31
H9 -0.22 -3.10 -1.85
H10 -2.28 -4.89 -2.14
H11 -2.56 -3.21 -1.68
H12 -2.37 -5.61 0.19
H13 -3.55 -4.28 0.19
O5 6.47 3.30 -4.31
C10 5.37 3.13 -3.85
C11 4.80 3.83 -2.65
C12 3.61 2.96 -2.30
C13 3.22 2.39 -3.64
O6 4.45 2.28 -4.37
H14 4.50 4.84 -2.94
H15 5.53 3.87 -1.83
H16 2.80 3.51 -1.81
H17 3.93 2.16 -1.63
H18 2.55 3.06 -4.19
H19 2.75 1.41 -3.55
O7 -4.85 2.16 5.56
C14 -4.29 1.26 6.13
C15 -4.12 1.14 7.62
C16 -3.05 0.08 7.74
C17 -3.28 -0.75 6.50
O8 -3.76 0.17 5.51
H20 -5.07 0.82 8.07
H21 -3.80 2.09 8.06
H22 -3.11 -0.50 8.66
H23 -2.06 0.55 7.69
H24 -4.03 -1.53 6.65
H25 -2.36 -1.22 6.15
O9 -5.16 -5.45 0.32
C18 -6.27 -5.20 0.72
C19 -6.87 -3.83 0.84
C20 -8.07 -4.09 1.72
C21 -8.43 -5.52 1.39
O10 -7.18 -6.15 1.07
H26 -7.17 -3.48 -0.15
H27 -6.18 -3.13 1.31
H28 -8.90 -3.39 1.56
H29 -7.78 -4.02 2.78
H30 -9.08 -5.59 0.51
H31 -8.90 -6.03 2.22
O11 12.25 2.27 -6.50
C22 11.09 2.59 -6.43
C23 10.45 3.75 -7.13
C24 9.14 3.90 -6.38
C25 8.87 2.48 -5.92
O12 10.16 1.90 -5.71
H32 10.29 3.49 -8.18
H33 11.06 4.65 -7.05
H34 8.34 4.32 -6.98
H35 9.29 4.55 -5.51
H36 8.34 1.90 -6.68
H37 8.30 2.46 -5.00

Mulliken atomic charge list, values in e, 2 entries: number 1, C, carries -0.317; number 2, P, carries 0.190


No. 4
# C25H37F2KN2O3PS

A structure of composition C25H37F2KN2O3PS (ωB97M-V/def2-TZVPD, the Open Molecules 2025 dataset).

total charge	+1
gap between HOMO and LUMO	4.8	eV
HOMO	-0.3666	Eh
max |F|	7.318	eV/Å
LUMO energy	-5.181	eV

Cartesian coordinates (Å):
N1 4.37 -1.52 -1.08
P1 2.96 -0.80 -0.61
C1 1.64 -1.24 -1.96
N2 0.88 -2.56 -1.74
C2 -0.17 -3.05 -2.74
C3 -0.55 -2.22 -4.11
C4 0.24 -0.79 -4.36
C5 1.37 -0.25 -3.26
C6 2.21 1.18 -3.46
C7 3.61 0.73 -4.25
C8 3.29 0.22 -5.80
O1 2.48 1.17 -6.58
H1 4.67 -2.21 -0.33
H2 2.60 -1.32 0.69
H3 3.12 0.64 -0.46
H4 1.11 -3.13 -0.87
H5 -0.71 -4.09 -2.54
H6 -1.34 -2.59 -4.92
H7 0.00 -0.19 -5.33
H8 2.48 1.68 -2.41
H9 1.59 1.98 -4.06
H10 3.97 -0.25 -3.68
H11 4.45 1.55 -4.20
H12 4.35 0.11 -6.34
H13 2.78 -0.84 -5.76
H14 1.58 1.34 -6.17
F1 -3.18 -2.20 -4.79
C9 5.24 3.48 2.20
C10 5.08 3.08 0.76
O2 4.47 2.06 0.45
C11 5.70 3.97 -0.28
H15 4.75 2.75 2.84
H16 6.31 3.52 2.46
H17 4.78 4.46 2.37
H18 6.78 4.03 -0.14
H19 5.25 4.97 -0.23
H20 5.50 3.56 -1.28
C12 0.90 2.83 3.17
S1 1.60 4.04 4.31
O3 3.08 4.12 4.03
C13 1.39 3.05 5.80
H21 0.96 3.23 2.16
H22 1.45 1.89 3.23
H23 -0.15 2.66 3.43
H24 1.92 2.10 5.70
H25 0.32 2.87 5.97
H26 1.80 3.60 6.65
K1 0.63 -3.92 0.37
C14 -2.48 0.88 0.23
C15 -2.45 -0.31 -0.50
C16 -3.63 -1.05 -0.68
C17 -4.83 -0.59 -0.14
C18 -4.86 0.61 0.58
C19 -3.68 1.34 0.77
H27 -1.57 1.45 0.37
H28 -1.52 -0.67 -0.92
H29 -3.60 -1.98 -1.24
H30 -5.74 -1.16 -0.29
H31 -5.79 0.97 0.99
H32 -3.71 2.26 1.33
F2 -3.47 -3.93 2.70
C20 -4.79 -3.86 2.88
C21 -5.45 -4.89 3.53
C22 -6.83 -4.82 3.72
C23 -7.54 -3.71 3.24
C24 -6.87 -2.68 2.57
C25 -5.49 -2.75 2.40
H33 -4.89 -5.74 3.90
H34 -7.36 -5.61 4.24
H35 -8.62 -3.66 3.38
H36 -7.43 -1.83 2.19
H37 -4.95 -1.96 1.89

Mulliken atomic charge list, values in e, 2 entries: number 1, N, carries -0.621; number 2, P, carries 0.165


No. 5
# C25H38BN9O6SYb

A structure of composition C25H38BN9O6SYb (ωB97M-V/def2-TZVPD, the Open Molecules 2025 dataset).

2S+1	2
total charge	+1
gap between HOMO and LUMO (alpha / beta)	7.0 / 6.6	eV
HOMO (alpha / beta)	-0.4059 / -0.4059	Eh
max |F|	3.732	eV/Å
⟨S²⟩	0.7509
LUMO energy (alpha / beta)	-4.038 / -4.436	eV

Cartesian coordinates (Å):
Yb1 0.57 1.00 1.03
C1 2.17 -0.51 4.00
C2 0.69 -0.60 4.18
C3 -0.07 -1.00 5.30
C4 -1.38 -0.95 4.87
C5 -2.68 -1.27 5.57
N1 -1.44 -0.58 3.59
N2 -0.11 -0.35 3.16
B1 -2.69 -0.22 2.66
N3 -2.57 -1.09 1.34
N4 -1.35 -1.32 0.79
C6 -1.47 -2.44 0.06
C7 -0.21 -3.07 -0.49
C8 -2.81 -2.89 0.03
C9 -3.48 -1.97 0.85
C10 -4.94 -1.89 1.17
N5 -2.53 1.25 2.15
N6 -1.39 1.98 2.41
C11 -1.72 3.28 2.40
C12 -0.64 4.26 2.72
C13 -3.12 3.41 2.13
C14 -3.57 2.12 1.95
C15 -4.91 1.63 1.53
H1 2.59 0.37 4.53
H2 2.36 -0.41 2.93
H3 2.72 -1.41 4.34
H4 0.32 -1.30 6.26
H5 -2.59 -1.60 6.62
H6 -3.16 -2.06 4.96
H7 -3.34 -0.39 5.49
H8 -3.77 -0.34 3.19
H9 0.65 -2.61 0.07
H10 -0.05 -2.89 -1.59
H11 -0.16 -4.13 -0.31
H12 -3.24 -3.68 -0.56
H13 -5.43 -2.87 0.97
H14 -5.38 -1.11 0.53
H15 -5.16 -1.57 2.19
H16 0.15 3.71 3.23
H17 -0.98 5.07 3.37
H18 -0.22 4.65 1.81
H19 -3.75 4.29 2.12
H20 -5.54 2.53 1.41
H21 -5.38 0.97 2.28
H22 -4.88 1.09 0.58
C16 3.74 -3.24 -4.43
C17 2.23 -2.86 -4.43
S1 1.71 -1.66 -5.69
O1 0.35 -1.27 -5.43
O2 2.18 -2.14 -6.96
C18 2.76 -0.20 -5.45
C19 2.49 0.80 -4.34
N7 2.42 0.28 -2.89
C20 1.29 0.16 -2.12
N8 1.63 -0.15 -0.86
C21 2.96 -0.13 -0.77
C22 3.48 0.19 -1.99
N9 4.84 0.25 -2.36
O3 5.20 0.65 -3.50
O4 5.62 -0.12 -1.46
C23 -0.09 0.26 -2.58
H23 3.89 -4.19 -3.91
H24 4.38 -2.46 -3.98
H25 4.03 -3.47 -5.49
H26 1.93 -2.41 -3.49
H27 1.61 -3.76 -4.60
H28 2.61 0.38 -6.39
H29 3.82 -0.51 -5.50
H30 1.59 1.41 -4.61
H31 3.36 1.50 -4.23
H32 3.61 -0.45 0.03
H33 -0.32 1.35 -2.54
H34 -0.72 -0.27 -1.87
H35 -0.29 -0.13 -3.61
C24 1.94 4.38 -0.66
C25 1.36 3.17 0.06
O5 0.27 2.66 -0.41
O6 1.95 2.78 1.10
H36 1.15 5.16 -0.64
H37 2.09 4.13 -1.72
H38 2.80 4.75 -0.15

Mulliken atomic charge list, values in e, 2 entries: number 1, Yb, carries 1.166; number 2, C, carries -0.970


No. 6
# C25H38F17NO13SSi

A cluster of 6 separate species, C25H38F17NO13SSi in total (ωB97M-V/def2-TZVPD, the Open Molecules 2025 dataset).

SMILES string	C[Si](C)(C)OCCN(F)S(=O)(=O)F.CCOC(=O)C(F)(F)F.CCOC(=O)C(F)(F)F.CCOC(=O)C(F)(F)F.CCOC(=O)C(F)(F)F.CCOC(=O)C(F)(F)F
gap between HOMO and LUMO	10.4	eV
HOMO	-0.3724	Eh
max |F|	5.274	eV/Å
LUMO energy	0.261	eV

Cartesian coordinates (Å):
C1 -1.04 0.03 2.22
Si1 -0.98 -0.45 0.38
C2 -2.06 -1.97 0.16
C3 -1.72 0.97 -0.65
O1 0.67 -0.71 0.03
C4 0.94 -1.70 -0.93
C5 0.68 -1.24 -2.39
N1 1.90 -1.42 -3.24
F1 1.43 -1.63 -4.54
S1 2.83 0.01 -3.33
O2 3.74 -0.17 -4.45
O3 3.53 0.21 -2.09
F2 1.90 1.26 -3.67
H1 -1.41 1.06 2.27
H2 -1.64 -0.66 2.81
H3 -0.02 0.05 2.62
H4 -3.07 -1.68 0.48
H5 -1.78 -2.82 0.79
H6 -2.17 -2.31 -0.88
H7 -1.98 1.78 0.02
H8 -1.00 1.26 -1.42
H9 -2.64 0.59 -1.11
H10 2.02 -1.91 -0.87
H11 0.45 -2.66 -0.73
H12 -0.05 -1.93 -2.83
H13 0.25 -0.24 -2.47
C6 -1.67 5.86 4.05
C7 -3.12 5.43 4.10
O4 -3.67 5.30 2.77
C8 -3.38 4.17 2.14
O5 -2.71 3.28 2.57
C9 -4.05 4.16 0.77
F3 -3.89 5.31 0.12
F4 -5.37 3.95 0.89
F5 -3.55 3.18 0.00
H14 -1.56 6.78 3.47
H15 -1.29 6.03 5.06
H16 -1.05 5.10 3.57
H17 -3.72 6.19 4.60
H18 -3.24 4.51 4.65
C10 5.48 2.42 -3.02
C11 6.70 2.91 -3.77
O6 7.07 4.25 -3.37
C12 7.76 4.34 -2.24
O7 8.10 3.44 -1.54
C13 8.11 5.81 -1.97
F6 7.05 6.61 -2.15
F7 9.08 6.22 -2.80
F8 8.54 5.98 -0.72
H19 4.66 3.12 -3.13
H20 5.17 1.45 -3.39
H21 5.69 2.34 -1.95
H22 6.48 2.97 -4.84
H23 7.55 2.24 -3.65
C14 -3.36 2.24 10.97
C15 -3.90 3.52 10.38
O8 -3.70 3.57 8.95
C16 -4.58 2.89 8.22
O9 -5.50 2.26 8.64
C17 -4.26 3.06 6.74
F9 -2.96 2.90 6.49
F10 -4.61 4.29 6.32
F11 -4.92 2.18 5.99
H24 -2.32 2.11 10.70
H25 -3.45 2.25 12.06
H26 -3.91 1.37 10.59
H27 -3.36 4.38 10.78
H28 -4.96 3.66 10.61
C18 -0.89 -9.39 1.47
C19 -0.12 -8.09 1.57
O10 -0.98 -6.95 1.42
C20 -1.67 -6.61 2.51
O11 -1.63 -7.15 3.57
C21 -2.51 -5.36 2.21
F12 -3.16 -5.47 1.04
F13 -1.73 -4.27 2.14
F14 -3.42 -5.15 3.15
H29 -1.45 -9.42 0.53
H30 -0.21 -10.24 1.50
H31 -1.60 -9.49 2.28
H32 0.61 -8.02 0.76
H33 0.43 -8.03 2.51
C22 2.10 -2.45 -7.47
C23 1.60 -1.85 -8.77
O12 1.76 -2.77 -9.87
C24 0.82 -3.71 -9.97
O13 -0.11 -3.85 -9.24
C25 1.10 -4.59 -11.20
F15 2.39 -4.94 -11.27
F16 0.79 -3.92 -12.32
F17 0.37 -5.70 -11.17
H34 3.13 -2.78 -7.58
H35 2.05 -1.71 -6.68
H36 1.50 -3.32 -7.18
H37 2.19 -0.98 -9.03
H38 0.56 -1.53 -8.70

Mulliken atomic charge list, values in e, 2 entries: number 1, C, carries -0.836; number 2, Si, carries 0.642


Among the records above, which one has the lowest max |F|? C25H37BrClNO3